Record 1
Entry from OMol25: a structure of composition C40H37BF4N3PSc (the ωB97M-V functional and the def2-TZVPD basis).

Properties
strongest force on any atom: 0.39 eV/A
E_tot: -3237.31547 a.u.
net charge: +1
LUMO energy: -2.651 eV
energy relative to the best compared isomer or geometry (same formula, charge and spin): 4.0 kcal per mole
multiplicity: 1

Cartesian coordinates (Å):
Sc 0.10 0.54 0.05
C 6.16 -2.33 -1.09
C 5.41 -2.70 -2.33
C 5.90 -3.67 -3.20
C 5.21 -4.01 -4.35
C 4.02 -3.38 -4.67
C 3.52 -2.40 -3.83
C 4.21 -2.07 -2.67
N 3.70 -1.06 -1.80
C 2.44 -0.97 -1.34
N 1.71 -2.11 -1.36
C 0.30 -2.31 -1.28
C -0.55 -1.32 -0.79
C -1.92 -1.62 -0.77
C -2.41 -2.84 -1.20
C -1.52 -3.80 -1.65
C -0.15 -3.57 -1.71
C 0.78 -4.63 -2.21
N 1.99 0.16 -0.83
C 2.77 1.35 -1.06
C 2.73 1.96 -2.31
C 3.44 3.13 -2.53
C 4.16 3.69 -1.49
C 4.19 3.09 -0.24
C 3.49 1.90 0.00
C 3.50 1.25 1.34
H 6.98 -3.01 -0.92
H 5.51 -2.34 -0.21
H 6.58 -1.32 -1.16
H 6.83 -4.16 -2.96
H 5.61 -4.78 -5.01
H 3.48 -3.63 -5.57
H 2.60 -1.88 -4.08
H 4.27 -0.23 -1.67
H 2.23 -2.91 -1.69
H -2.63 -0.88 -0.41
H -3.47 -3.06 -1.18
H -1.89 -4.77 -1.98
H 0.23 -5.52 -2.49
H 1.51 -4.93 -1.45
H 1.34 -4.30 -3.09
H 2.14 1.51 -3.10
H 3.41 3.60 -3.50
H 4.71 4.61 -1.64
H 4.75 3.53 0.56
H 4.18 1.76 2.02
H 3.79 0.20 1.30
H 2.50 1.28 1.81
F 0.25 2.79 0.30
B -0.93 2.74 -0.50
F -0.51 1.91 -1.60
F -1.75 1.78 0.25
F -1.52 3.88 -0.79
C -0.03 3.98 5.11
C 1.16 3.32 4.82
C 1.14 2.11 4.15
C -0.07 1.54 3.76
C -1.26 2.21 4.05
C -1.23 3.42 4.72
P -0.12 0.03 2.76
C 1.24 -1.06 3.27
C 1.75 -1.93 2.31
C 2.77 -2.81 2.65
C 3.28 -2.82 3.93
C 2.77 -1.97 4.90
C 1.74 -1.09 4.57
C -1.66 -0.84 3.17
C -1.67 -1.86 4.12
C -2.86 -2.51 4.43
C -4.03 -2.14 3.79
C -4.03 -1.12 2.85
C -2.84 -0.48 2.53
H -0.01 4.92 5.64
H 2.11 3.75 5.13
H 2.08 1.61 3.94
H -2.21 1.78 3.77
H -2.16 3.92 4.95
H 1.35 -1.94 1.30
H 3.16 -3.49 1.90
H 4.08 -3.51 4.19
H 3.15 -1.99 5.90
H 1.34 -0.43 5.33
H -0.76 -2.17 4.62
H -2.86 -3.30 5.16
H -4.96 -2.64 4.03
H -4.94 -0.83 2.35
H -2.84 0.31 1.79


Record 2
Entry from OMol25: a structure of composition C40H37MnN12O5Se (the ωB97M-V functional and the def2-TZVPD basis).

Properties
strongest force on any atom: 0.76 eV/A
E_tot: -6132.12686 a.u.
net charge: -1
LUMO energy (spin up / spin down): 1.596 / 1.599 eV
expectation value of S²: 0.851
energy relative to the best compared isomer or geometry (same formula, charge and spin): 0.0 kcal per mole
multiplicity: 2

Cartesian coordinates (Å):
Mn 1.02 -0.23 0.49
N 3.20 -0.40 1.36
N 4.03 -1.01 2.31
C 3.65 -2.15 2.98
N 4.65 -2.70 3.72
N 2.44 -2.58 2.80
N 2.02 -3.61 3.60
O 2.68 -3.99 4.59
O 0.95 -4.08 3.31
H 3.47 -0.66 0.42
H 3.28 0.60 1.46
H 5.01 -0.95 2.12
H 5.40 -2.09 3.99
H 4.33 -3.39 4.37
C -1.95 -4.46 1.51
O -2.35 -3.53 0.51
C -3.66 -3.24 0.40
C -4.69 -4.03 0.90
C -6.01 -3.66 0.71
C -6.33 -2.49 0.04
C -5.30 -1.68 -0.43
C -3.97 -2.03 -0.25
N -2.93 -1.22 -0.73
C -1.89 -0.75 0.04
N -2.08 -0.92 1.36
C -1.21 -0.72 2.46
C 0.13 -0.37 2.31
C 0.81 -0.18 3.53
C 0.23 -0.38 4.78
C -1.10 -0.76 4.87
C -1.81 -0.92 3.71
O -3.15 -1.31 3.74
C -4.03 -0.20 3.89
N -0.84 -0.17 -0.48
C -0.92 0.07 -1.88
C -0.32 -0.81 -2.78
C -0.34 -0.57 -4.14
C -1.01 0.54 -4.64
C -1.67 1.39 -3.77
C -1.63 1.16 -2.40
O -2.43 1.95 -1.60
C -1.72 2.85 -0.75
H -0.87 -4.42 1.55
H -2.26 -5.47 1.25
H -2.36 -4.17 2.48
H -4.45 -4.94 1.44
H -6.80 -4.29 1.10
H -7.36 -2.20 -0.11
H -5.52 -0.74 -0.92
H -3.04 -0.80 -1.64
H -2.94 -1.36 1.62
H 1.85 0.11 3.50
H 0.82 -0.24 5.68
H -1.59 -0.94 5.83
H -3.89 0.29 4.85
H -5.05 -0.59 3.83
H -3.88 0.53 3.09
H 0.15 -1.70 -2.38
H 0.15 -1.26 -4.81
H -1.03 0.73 -5.71
H -2.23 2.25 -4.13
H -2.47 3.36 -0.15
H -1.17 3.59 -1.34
H -1.03 2.32 -0.09
N 3.20 7.22 -6.29
C 3.02 6.40 -5.51
C 2.80 5.37 -4.54
C 1.79 4.43 -4.73
C 1.59 3.44 -3.78
C 2.38 3.38 -2.64
C 3.39 4.32 -2.46
C 3.61 5.31 -3.40
C 2.13 2.31 -1.64
C 2.44 1.01 -2.04
C 3.17 0.65 -3.21
C 3.39 -0.70 -3.12
C 2.76 -1.12 -1.92
N 2.19 -0.12 -1.28
C 1.62 2.71 -0.40
C 1.37 4.04 0.02
C 0.91 3.96 1.31
C 0.87 2.58 1.63
N 1.28 1.83 0.62
H 1.17 4.48 -5.61
H 0.81 2.70 -3.92
H 4.01 4.26 -1.57
H 4.40 6.03 -3.27
H 3.51 1.33 -3.98
H 3.92 -1.33 -3.81
H 2.69 -2.14 -1.55
H 1.52 4.94 -0.56
H 0.62 4.77 1.97
H 0.53 2.12 2.54
Se 1.69 -5.01 -0.49
C 1.22 -3.32 -0.01
N 0.98 -2.22 0.26


Record 3
Entry from OMol25: a structure of composition C40H37N3O5P2PdS2 at a distorted geometry (the ωB97M-V functional and the def2-TZVPD basis).

Properties
strongest force on any atom: 1.26 eV/A
E_tot: -3693.92330 a.u.
net charge: 0
LUMO energy (spin up / spin down): 0.521 / -1.189 eV
expectation value of S²: 2.012
multiplicity: 3

Cartesian coordinates (Å):
Pd 0.50 0.10 0.02
N 0.69 -1.39 2.61
N -0.17 -0.46 3.19
C -0.15 0.84 2.81
N -1.14 1.58 3.32
S 1.12 1.59 1.97
H 0.14 -1.99 2.00
H 1.14 -1.92 3.34
H -1.07 -0.81 3.47
H -2.02 1.14 3.54
H -1.19 2.52 2.96
C 4.25 2.60 -5.61
C 3.76 2.58 -4.16
C 4.43 3.73 -3.37
C 2.25 2.79 -4.09
C 1.58 3.64 -4.95
C 0.22 3.88 -4.81
C -0.49 3.28 -3.79
C 0.15 2.42 -2.89
P -0.81 1.72 -1.45
C -0.92 3.22 -0.41
C -1.90 3.31 0.59
C -1.98 4.43 1.40
C -1.07 5.47 1.25
C -0.07 5.37 0.29
C 0.01 4.25 -0.52
C -2.42 1.61 -2.32
C -3.53 2.39 -1.98
C -4.70 2.31 -2.73
C -4.78 1.47 -3.82
C -3.68 0.70 -4.17
C -2.51 0.78 -3.44
C 1.51 2.20 -3.06
O 2.10 1.36 -2.16
C 3.29 0.78 -2.46
C 3.64 -0.34 -1.71
C 4.84 -0.99 -1.98
C 5.66 -0.54 -3.00
C 5.30 0.58 -3.73
C 4.12 1.27 -3.47
P 2.52 -0.98 -0.39
C 3.76 -1.32 0.90
C 4.34 -2.56 1.14
C 5.28 -2.71 2.15
C 5.64 -1.63 2.94
C 5.08 -0.38 2.69
C 4.15 -0.23 1.68
C 2.00 -2.57 -1.10
C 1.70 -3.67 -0.29
C 1.20 -4.83 -0.85
C 0.98 -4.91 -2.22
C 1.22 -3.81 -3.02
C 1.72 -2.64 -2.46
H 4.04 3.57 -6.07
H 3.78 1.82 -6.20
H 5.34 2.47 -5.65
H 4.15 4.69 -3.81
H 5.52 3.62 -3.40
H 4.11 3.72 -2.33
H 2.12 4.15 -5.74
H -0.28 4.56 -5.50
H -1.55 3.48 -3.68
H -2.58 2.48 0.72
H -2.76 4.50 2.15
H -1.14 6.36 1.87
H 0.65 6.17 0.18
H 0.80 4.19 -1.26
H -3.48 3.09 -1.16
H -5.55 2.92 -2.44
H -5.69 1.41 -4.40
H -3.73 0.03 -5.02
H -1.66 0.17 -3.71
H 5.11 -1.86 -1.40
H 6.59 -1.05 -3.22
H 5.96 0.94 -4.50
H 4.07 -3.41 0.52
H 5.73 -3.68 2.33
H 6.36 -1.76 3.74
H 5.37 0.47 3.29
H 3.72 0.74 1.48
H 1.84 -3.60 0.78
H 0.97 -5.68 -0.21
H 0.61 -5.83 -2.65
H 1.01 -3.85 -4.08
H 1.88 -1.77 -3.09
O -3.01 -1.55 -0.99
S -1.71 -1.14 -0.55
O -1.05 -2.08 0.37
O -0.77 -0.83 -1.71
O -1.81 0.22 0.21